The following is a DFT calculation (wB97M-V/def2-TZVPD) of 12 unconnected molecules or ions with the total composition C45H96N9O13 in a non-equilibrium geometry.

As for the HOMO-LUMO gap: 3.1 eV. The LUMO energy comes out at -6.1 eV. The charge is +1.

Each line ends with the Mulliken charge.
Positions of all 163 atoms, in Å:
C1 5.12074 -12.99622 -10.81680  -1.648
C2 6.02026 -14.26875 -10.90819  1.194
C3 5.09934 -15.50435 -10.81768  -1.128
C4 4.47547 -15.85127 -12.17486  -0.689
C5 5.50628 -15.85755 -13.25160  -1.175
C6 6.29554 -14.57627 -13.48177  1.241
N1 6.82924 -14.19580 -12.14916  0.837
O1 7.99440 -13.52590 -12.15132  -0.268
C7 5.32389 -13.44892 -14.10790  -1.519
C8 7.45985 -14.88975 -14.48491  -1.723
C9 6.92489 -14.34078 -9.69631  -1.721
H1 4.23415 -13.00339 -11.45083  0.344
H2 5.62948 -12.12387 -11.22705  0.418
H3 4.70065 -12.96330 -9.81155  0.454
H4 4.32754 -15.46104 -10.04921  0.547
H5 5.77843 -16.34815 -10.69549  0.387
H6 3.51297 -15.35192 -12.28586  0.383
H7 4.10498 -16.87537 -12.12970  0.425
H8 5.07146 -16.04581 -14.23322  0.429
H9 6.09790 -16.76172 -13.10816  0.428
H10 5.24084 -13.60107 -15.18403  0.406
H11 5.57264 -12.39815 -13.95920  0.399
H12 4.33713 -13.38049 -13.64994  0.353
H13 8.25827 -14.18994 -14.73168  0.417
H14 7.10956 -15.15199 -15.48322  0.439
H15 7.97929 -15.81694 -14.24284  0.434
H16 7.46463 -15.26963 -9.51186  0.413
H17 6.32141 -14.27104 -8.79129  0.430
H18 7.53773 -13.47948 -9.43046  0.482
O2 -1.94707 -16.62567 -17.25298  -0.608
C10 -0.92021 -17.05804 -17.68513  0.621
N2 0.20999 -16.62221 -17.21177  -0.348
C11 -0.74727 -18.06061 -18.73346  -1.048
H19 0.13428 -15.93252 -16.47781  0.237
H20 1.07156 -16.60241 -17.73847  0.210
H21 -0.11778 -18.91781 -18.49461  0.330
H22 -0.61443 -17.63619 -19.72861  0.291
H23 -1.71266 -18.55676 -18.83319  0.316
O3 10.74348 -15.45758 -5.20279  -0.611
C12 10.73860 -15.68520 -4.03895  0.608
N3 11.28872 -16.74441 -3.53865  -0.374
C13 9.97809 -14.88409 -3.01802  -1.023
H24 11.27501 -16.82837 -2.53224  0.218
H25 11.32576 -17.54853 -4.14866  0.232
H26 10.47328 -14.10553 -2.43775  0.298
H27 9.26617 -15.45903 -2.42581  0.362
H28 9.26947 -14.32218 -3.62648  0.289
O4 2.86025 -15.52244 -5.37918  -0.652
C14 2.39200 -16.26518 -4.50605  0.615
N4 1.13513 -16.55513 -4.52258  -0.360
C15 3.36123 -16.69824 -3.33821  -0.890
H29 0.81592 -17.37371 -4.02444  0.218
H30 0.66874 -16.09663 -5.29223  0.242
H31 2.97687 -17.58892 -2.84116  0.331
H32 3.29911 -15.89562 -2.60333  0.248
H33 4.38434 -16.81527 -3.69550  0.247
O5 8.80153 -9.26350 -16.27018  -0.615
C16 8.94601 -8.71869 -17.32446  0.627
N5 9.36632 -9.40598 -18.39513  -0.384
C17 8.82032 -7.25349 -17.49182  -0.852
H34 9.36082 -10.40751 -18.26471  0.238
H35 9.43063 -9.03042 -19.33050  0.200
H36 8.76735 -6.86348 -16.47536  0.165
H37 7.96885 -6.93461 -18.09301  0.307
H38 9.79381 -6.93919 -17.86818  0.315
O6 -1.91032 -15.07666 -8.35846  -0.659
C18 -1.41630 -14.47012 -9.34272  0.675
N6 -1.61517 -14.81626 -10.63460  -0.363
C19 -0.52343 -13.30197 -9.21470  -0.831
H39 -2.19467 -15.64344 -10.63052  0.235
H40 -1.26938 -14.37368 -11.47405  0.203
H41 -0.42286 -12.80738 -10.18082  0.262
H42 0.48722 -13.37741 -8.81344  0.231
H43 -1.07888 -12.57941 -8.61680  0.252
O7 10.73344 -17.14091 -11.74208  -0.634
C20 11.96713 -17.24274 -11.61890  0.689
N7 12.49307 -17.24479 -10.35187  -0.389
C21 12.90057 -17.47614 -12.77751  -0.973
H44 11.84927 -16.86918 -9.67031  0.225
H45 13.47403 -17.46196 -10.24857  0.192
H46 13.16977 -16.52046 -13.22730  0.281
H47 12.36279 -17.82047 -13.66088  0.293
H48 13.78266 -18.08941 -12.59335  0.321
C22 9.19977 -9.38262 -5.09694  -1.445
C23 10.19825 -8.42687 -5.81783  -0.438
N8 11.58835 -8.95532 -5.74096  0.047
C24 11.80007 -10.19043 -6.45157  -0.467
C25 13.24392 -10.80366 -6.32720  -1.315
C26 12.57036 -7.94455 -6.19786  -0.662
C27 13.53152 -7.65689 -4.99538  -1.283
H49 8.74594 -10.10397 -5.77650  0.376
H50 8.25570 -8.86858 -4.91634  0.398
H51 9.53228 -9.98613 -4.25237  0.361
H52 9.85130 -8.23608 -6.83338  0.294
H53 10.18524 -7.53211 -5.19548  0.442
H54 11.68333 -9.91928 -7.50083  0.299
H55 10.99785 -10.80821 -6.04796  0.480
H56 13.15489 -11.88527 -6.42861  0.397
H57 13.69628 -10.70195 -5.34073  0.321
H58 13.98392 -10.46475 -7.05220  0.317
H59 13.06943 -8.01072 -7.16463  0.400
H60 11.99187 -7.02081 -6.21139  0.433
H61 13.50843 -6.59531 -4.74919  0.378
H62 13.20153 -7.94231 -3.99651  0.365
H63 14.50488 -8.13639 -5.09914  0.307
C28 8.23619 -15.24664 -23.22714  -1.303
C29 8.47768 -16.48587 -22.26673  -0.526
N9 8.34342 -17.75718 -23.09416  0.030
C30 7.19704 -17.93137 -23.88734  -0.142
C31 7.24316 -19.17304 -24.73728  -1.457
C32 8.80001 -18.83246 -22.20974  -0.841
C33 7.64555 -19.36457 -21.33630  -1.031
H64 7.24647 -15.21341 -23.68261  0.344
H65 8.92688 -15.24525 -24.07037  0.336
H66 8.36870 -14.31370 -22.67927  0.373
H67 9.53864 -16.45649 -22.01852  0.343
H68 8.15403 -16.32363 -21.23861  0.397
H69 6.24887 -18.00373 -23.35458  0.200
H70 7.24088 -17.09505 -24.58502  0.428
H71 6.34161 -19.25467 -25.34444  0.408
H72 8.08674 -19.21163 -25.42647  0.336
H73 7.13050 -20.09363 -24.16463  0.313
H74 9.58941 -18.45869 -21.55763  0.417
H75 9.38434 -19.53673 -22.80191  0.404
H76 7.13548 -20.13968 -21.90826  0.270
H77 6.94206 -18.63922 -20.92755  0.310
H78 8.06592 -19.84072 -20.45049  0.389
O8 -0.20763 -20.25658 -10.24113  -0.574
C34 -0.93950 -20.86550 -9.46525  0.511
O9 -1.57540 -22.11927 -9.52354  -0.367
C35 -2.31848 -22.34967 -8.30541  -0.387
C36 -2.75784 -20.97511 -7.76808  -0.523
C37 -1.51859 -20.13776 -8.29320  -0.303
H79 -1.75321 -22.87963 -7.53879  0.235
H80 -3.14930 -22.97809 -8.62620  0.333
H81 -2.91961 -20.79311 -6.70562  0.325
H82 -3.70500 -20.65050 -8.19890  0.272
H83 -0.73236 -20.10397 -7.53900  0.242
H84 -1.86653 -19.14820 -8.58954  0.234
O10 7.80628 -7.32626 -10.55587  -0.653
C38 8.82686 -6.84763 -11.11652  0.517
O11 10.04399 -7.26047 -10.80868  -0.322
C39 11.11837 -6.41595 -11.28278  -0.318
C40 10.30912 -5.25491 -11.99700  -0.654
C41 8.81418 -5.64258 -12.04133  -0.242
H85 11.82041 -6.95525 -11.91870  0.284
H86 11.78308 -5.96812 -10.54406  0.238
H87 10.79593 -4.90937 -12.90899  0.383
H88 10.42596 -4.34756 -11.40442  0.283
H89 8.26560 -5.87799 -12.95333  0.270
H90 8.32704 -4.77548 -11.59528  0.210
O12 -0.70040 -11.26310 -14.46081  -0.662
C42 -1.28062 -10.18167 -14.69978  0.519
O13 -1.31284 -9.77281 -15.93533  -0.329
C43 -1.95215 -8.53061 -16.16163  -0.360
C44 -2.37700 -7.99104 -14.71076  -0.564
C45 -1.85849 -9.15851 -13.74466  -0.252
H91 -2.80734 -8.74974 -16.80094  0.316
H92 -1.21019 -7.81814 -16.52217  0.245
H93 -3.45947 -8.00818 -14.58404  0.261
H94 -2.04707 -7.00772 -14.37560  0.320
H95 -2.78499 -9.58293 -13.35792  0.206
H96 -1.11036 -8.93762 -12.98333  0.299

---

The following is a DFT calculation (wB97M-V/def2-TZVPD) of 2 unconnected molecules or ions with the total composition C5H7N3O in a non-equilibrium geometry.

As for the spin multiplicity: 3. For the energy relative to the best compared isomer or geometry (same formula, charge and spin), the calculation gives 37.6 kcal/mol. As for the HOMO-LUMO gap (alpha / beta): 7.7 / 8.7 eV. The LUMO energy (alpha / beta) comes out at 0.8 / -1.6 eV. Its expectation value of S² is 2.006.

Each line ends with the natural charge from an NBO analysis.
Positions of all 16 atoms, in Å:
C1 -1.09703 1.28929 -1.97976  0.175
C2 -0.29286 2.03836 -0.17446  0.122
C3 1.20267 -0.56466 2.35984  0.229
C4 0.69691 -1.36305 1.21701  -0.009
C5 0.52567 -2.86071 1.32380  -0.677
N1 -0.87769 0.93734 -0.74938  -0.496
N2 -0.27116 3.09744 -0.99410  -0.276
N3 -0.80908 2.58838 -2.13988  -0.368
O1 2.06497 -0.82819 1.39296  -0.497
H1 -1.70263 0.78557 -2.66960  0.202
H2 -0.02703 2.09732 0.86431  0.213
H3 0.19125 -0.88163 0.30897  0.239
H4 1.34125 -3.38960 1.90184  0.237
H5 0.63561 -3.44790 0.32115  0.228
H6 -0.51869 -2.82683 1.88582  0.245
H7 -1.06214 3.32888 -2.86853  0.431

---

The following is a DFT calculation (wB97M-V/def2-TZVPD) of 9 unconnected molecules or ions with the total composition C14H36FIN9O16 in a non-equilibrium geometry.

As for the HOMO-LUMO gap: 4.8 eV. The LUMO energy comes out at 1.8 eV. The charge is -1.

Each line ends with the Mulliken charge.
Positions of all 77 atoms, in Å:
C1 -0.51139 -3.21352 0.98647  -0.430
C2 -1.35592 -2.62786 -0.14931  -0.417
C3 -0.90931 -1.25063 -0.63528  -0.604
I1 0.99574 -1.70211 -1.92754  -0.493
N1 -0.59509 -0.40169 0.34487  -0.354
C4 -1.25891 0.87391 0.31421  -0.701
C5 -0.28438 2.05182 0.49106  0.706
C6 1.09395 1.74632 -0.04889  0.485
F1 -0.78832 3.18148 -0.25798  -0.438
H1 0.34737 -2.59372 1.22239  0.097
H2 -0.16560 -4.21431 0.72480  0.309
H3 -1.15348 -3.31315 1.85655  -0.093
H4 -1.31847 -3.31513 -1.00270  0.399
H5 -2.40691 -2.55795 0.13221  0.265
H6 -1.62332 -0.85562 -1.36640  0.522
H7 -1.86354 1.08688 -0.58154  0.334
H8 -1.96269 0.91216 1.16328  0.111
H9 -0.25947 2.42359 1.51614  0.168
H10 1.84857 2.21907 0.58998  -0.466
H11 1.30860 0.68250 -0.06494  -0.529
H12 1.21820 2.18959 -1.03490  0.280
C7 -1.33903 -0.90331 -5.81978  -0.758
N2 -1.93058 -1.75792 -4.76336  1.017
O1 -2.47705 -1.20787 -3.82892  -0.550
O2 -1.82560 -2.96674 -4.90522  -0.578
H13 -1.51144 0.12991 -5.55694  0.306
H14 -0.28229 -1.12602 -5.85696  0.276
H15 -1.82841 -1.15779 -6.75218  0.270
C8 2.33056 2.33766 -6.18073  -0.746
N3 1.28383 1.27985 -6.14935  0.888
O3 0.27190 1.45456 -6.81233  -0.549
O4 1.50905 0.31282 -5.45726  -0.438
H16 1.99323 3.13509 -6.83230  0.311
H17 2.46506 2.68720 -5.16148  0.266
H18 3.24172 1.87923 -6.55226  0.278
C9 3.99704 -0.68666 1.29510  -0.437
N4 4.90058 0.41981 0.86424  0.830
O5 6.03794 0.14279 0.52639  -0.572
O6 4.41812 1.53705 0.85672  -0.566
H19 4.54887 -1.61724 1.24157  0.317
H20 3.67450 -0.47225 2.31017  0.148
H21 3.14271 -0.69230 0.61992  0.100
C10 -4.29689 -2.75752 4.71304  -0.660
N5 -3.35822 -2.89454 3.56750  0.885
O7 -2.98892 -4.00694 3.23565  -0.549
O8 -3.03157 -1.85638 3.02658  -0.455
H22 -4.52628 -3.73633 5.11722  0.292
H23 -3.80598 -2.12956 5.44761  0.163
H24 -5.18306 -2.27119 4.31561  0.290
C11 -0.65419 0.11155 6.32691  -0.782
N6 -1.64623 -0.72659 7.05995  0.914
O9 -2.19987 -0.25619 8.03654  -0.551
O10 -1.83323 -1.85163 6.62587  -0.548
H25 -0.58962 1.08201 6.80336  0.316
H26 0.29710 -0.40741 6.37478  0.314
H27 -0.99238 0.19312 5.29722  0.324
C12 3.76811 2.17318 4.86320  -0.491
N7 2.70261 1.44614 5.60796  0.956
O11 2.12624 2.02618 6.51039  -0.555
O12 2.47672 0.30081 5.25490  -0.544
H28 3.85750 3.17444 5.26611  0.334
H29 4.68492 1.60650 4.99840  0.297
H30 3.47589 2.19552 3.81959  0.006
C13 3.41389 4.57072 0.85754  -0.444
N8 3.26076 4.93456 2.29368  0.931
O13 3.85355 5.91542 2.70495  -0.576
O14 2.54900 4.21369 2.97413  -0.513
H31 4.07116 5.29547 0.39203  0.299
H32 3.83398 3.57009 0.81686  0.081
H33 2.42539 4.58398 0.41065  0.324
C14 -5.21824 -3.06511 -7.00662  -0.676
N9 -4.62418 -2.12817 -8.00105  0.857
O15 -4.82961 -2.33484 -9.18366  -0.541
O16 -3.95848 -1.21781 -7.54557  -0.516
H34 -5.77596 -3.82427 -7.54186  0.306
H35 -4.39730 -3.49731 -6.43986  0.275
H36 -5.86296 -2.48108 -6.35717  0.273

---

The following is a DFT calculation (wB97M-V/def2-TZVPD) of 3 unconnected molecules or ions with the total composition C17H33BN2O3P2 in a non-equilibrium geometry.

The structure (SMILES) is COB(O)P(OC[C@H](C)C(C)C)#P(C)C.c1cc[nH]c1.c1cc[nH]c1. As for the HOMO-LUMO gap: 7.8 eV. The LUMO energy comes out at 0.3 eV.

Each line ends with the natural charge from an NBO analysis.
Positions of all 58 atoms, in Å:
C1 -3.18274 -3.63142 -4.25625  -0.245
O1 -2.96967 -2.77514 -3.12762  -0.707
B1 -1.68843 -2.36191 -2.94121  0.841
O2 -0.67567 -3.25495 -3.23233  -0.912
P1 -1.21726 -0.58651 -2.29105  0.455
O3 -2.03423 -0.31072 -0.87136  -0.801
C2 -1.37951 -0.81295 0.30903  -0.060
C3 -0.22208 0.05003 0.85444  -0.254
C4 -0.41695 1.47724 0.34175  -0.600
C5 1.23031 -0.49426 0.65023  -0.212
C6 2.17256 0.46810 -0.09267  -0.608
C7 1.34876 -1.86712 -0.00198  -0.610
P2 -2.31986 0.63755 -3.73938  0.496
C8 -1.97228 2.40056 -3.33032  -0.927
C9 -1.31405 0.25545 -5.24699  -0.929
H1 -2.93130 -4.65653 -4.01259  0.186
H2 -2.61914 -3.30074 -5.12232  0.169
H3 -4.23344 -3.60417 -4.52036  0.192
H4 -0.04889 -2.83652 -3.84955  0.500
H5 -1.13892 -1.86735 0.18011  0.176
H6 -2.16923 -0.77692 1.05277  0.193
H7 -0.38090 0.13701 1.92416  0.214
H8 -1.45271 1.77079 0.48089  0.218
H9 -0.19576 1.58128 -0.71024  0.210
H10 0.16184 2.18194 0.92795  0.195
H11 1.67114 -0.59606 1.63872  0.197
H12 2.43544 1.33142 0.50774  0.205
H13 1.77471 0.73988 -1.06343  0.209
H14 3.09120 -0.07643 -0.28276  0.206
H15 2.40432 -2.11577 -0.05859  0.210
H16 0.90807 -2.65119 0.60774  0.190
H17 0.96382 -1.91211 -1.01250  0.215
H18 -1.84849 2.91645 -4.27842  0.232
H19 -2.83678 2.83586 -2.85437  0.241
H20 -1.07253 2.56987 -2.74706  0.226
H21 -0.27568 0.09430 -4.96141  0.214
H22 -1.37782 1.06742 -5.95694  0.245
H23 -1.67831 -0.66346 -5.68740  0.228
C10 -0.91141 -2.25760 5.06858  -0.296
C11 0.33614 -2.88295 5.33769  -0.309
C12 0.68134 -3.60241 4.22475  -0.076
N1 -0.30954 -3.43762 3.29610  -0.509
C13 -1.28170 -2.61810 3.80078  -0.085
H24 -1.47084 -1.61683 5.72907  0.220
H25 0.91324 -2.81234 6.24415  0.222
H26 1.54173 -4.21409 4.01515  0.211
H27 -0.32171 -3.85523 2.38371  0.412
H28 -2.14964 -2.36308 3.21687  0.211
C14 3.68995 5.52595 2.81888  -0.309
C15 3.00227 5.74172 1.59416  -0.295
C16 2.12167 4.70604 1.43264  -0.082
N2 2.25325 3.87332 2.51030  -0.508
C17 3.20424 4.36642 3.36106  -0.077
H29 4.45279 6.15080 3.25173  0.221
H30 3.13863 6.56309 0.91115  0.219
H31 1.41643 4.48921 0.64855  0.211
H32 1.73157 3.02821 2.65461  0.411
H33 3.45209 3.85255 4.27364  0.210

---

no.,E_tot (eV)
1,-88237.72041
2,-11809.07699
3,-72069.38409
4,-46541.69613